[1]
Molecular formula: C35H56N4O2PPtSSi
Method: DFT, wB97M-V/def2-TZVPD

XYZ file:
```
101
Properties=species:S:1:pos:R:3:forces:R:3
Pt 0.07200 -0.09230 -0.00300 -0.50 1.02 0.04
C 2.12280 -0.26190 -0.02710 -0.40 0.35 0.64
Si 2.64530 -0.84800 1.69320 1.80 -1.62 0.24
C 1.42800 0.05860 2.95690 -0.54 0.52 -0.29
N 0.05460 -0.03590 2.56500 0.90 -0.24 0.27
C -0.81310 1.11640 2.78240 -0.52 1.14 -0.52
C -1.95440 0.80510 3.76650 -0.09 -0.51 0.33
C -1.40630 -0.02110 4.92510 -0.03 0.02 -0.09
C -0.91180 -1.37860 4.41520 0.10 0.44 0.56
C -0.57130 -1.29220 2.90640 -0.37 -1.00 -0.77
C 2.57960 -2.74960 1.88070 -0.42 1.70 -0.32
C 2.92270 -3.33180 3.09880 -0.16 -0.26 0.24
C 2.90750 -4.70940 3.24450 0.25 0.29 0.27
C 2.58980 -5.51440 2.16300 0.02 -0.18 -0.06
C 2.24500 -4.94250 0.94730 0.13 0.01 -0.24
C 2.25400 -3.56610 0.80230 -0.36 -0.30 0.04
C 4.42000 -0.35630 2.22810 -1.31 0.16 -0.14
C 5.47650 -0.78920 1.43040 -0.11 0.21 -0.20
C 6.75450 -0.30340 1.65150 -0.07 -0.20 0.11
C 6.98610 0.56630 2.70460 0.17 0.03 0.13
C 5.93980 0.99550 3.50620 0.01 -0.16 0.21
C 4.66080 0.50880 3.28950 0.08 0.27 -0.33
H 2.49630 -0.90500 -0.82500 -0.20 -0.13 -0.07
H 2.56150 0.72520 -0.18050 -0.09 0.05 -0.07
H 1.71800 1.10590 3.02100 0.07 0.01 -0.15
H 1.58050 -0.41140 3.93110 0.04 -0.39 -0.04
H -1.25930 1.42840 1.82950 -0.05 -0.02 0.02
H -0.21650 1.94900 3.15810 0.16 -0.17 -0.14
H -2.75750 0.26290 3.26610 -0.04 0.08 -0.06
H -2.36970 1.74620 4.12530 0.09 0.12 -0.20
H -2.18020 -0.16320 5.67920 0.02 0.01 0.02
H -0.59510 0.53060 5.40440 0.01 0.00 0.06
H -1.67940 -2.14440 4.53020 0.03 -0.02 -0.20
H -0.04250 -1.70730 4.98570 0.04 -0.08 -0.11
H -1.50120 -1.37020 2.33920 0.03 0.12 -0.04
H 0.09240 -2.11390 2.63080 0.11 -0.01 -0.04
H 3.21440 -2.71460 3.93580 0.05 0.09 0.16
H 3.17440 -5.14450 4.19750 0.04 -0.08 -0.02
H 2.64960 -6.58930 2.25850 -0.14 -0.05 0.03
H 2.00000 -5.56940 0.10330 0.06 -0.10 -0.06
H 2.01010 -3.13430 -0.15540 -0.07 0.07 -0.23
H 5.30440 -1.48810 0.62820 -0.01 -0.15 -0.22
H 7.56170 -0.62010 1.01050 0.14 -0.09 0.01
H 7.99710 0.87180 2.93690 0.00 0.20 -0.14
H 6.11080 1.70090 4.30460 0.11 -0.03 0.14
H 3.86360 0.83540 3.93830 -0.16 0.14 0.13
O -2.16150 -0.18860 0.11200 1.67 0.78 1.25
P -2.80530 -0.95730 -0.98960 -2.46 -0.92 -2.42
N -2.20570 -0.45460 -2.47980 0.11 -0.39 1.72
C -2.10200 -1.32200 -3.64430 0.27 -0.71 -0.54
C -2.37880 -0.42190 -4.84320 0.07 0.09 0.11
C -1.85440 0.93140 -4.35820 -0.15 -0.11 0.04
C -2.28840 0.94390 -2.89300 -0.07 0.81 0.01
N -4.44420 -0.73470 -0.84030 1.98 -0.25 0.13
C -4.92170 0.41660 -0.08320 0.06 0.78 0.69
C -6.41140 0.50400 -0.39420 -0.02 -0.12 -0.12
C -6.50720 -0.10540 -1.79250 0.12 -0.04 0.03
C -5.48920 -1.24160 -1.71120 -0.55 -0.64 -0.38
N -2.50540 -2.59200 -0.99920 0.54 0.83 0.17
C -3.42740 -3.66860 -0.62380 -0.49 -0.36 0.25
C -2.56780 -4.92350 -0.74450 0.03 0.22 0.03
C -1.20010 -4.42990 -0.27610 0.05 0.06 0.03
C -1.12700 -3.05200 -0.93150 -0.58 -0.51 -0.68
H -2.77140 -2.18020 -3.56540 0.01 0.04 -0.08
H -1.07470 -1.70380 -3.69750 -0.09 -0.11 -0.12
H -3.44790 -0.36770 -5.04980 -0.04 0.01 0.02
H -1.87780 -0.77420 -5.74140 -0.03 -0.03 -0.01
H -2.26480 1.76650 -4.92090 0.04 0.05 0.05
H -0.76750 0.96250 -4.43450 0.09 0.01 -0.01
H -3.32060 1.30590 -2.81660 0.01 -0.01 0.04
H -1.66250 1.56810 -2.24920 -0.17 -0.01 -0.12
H -4.39360 1.32360 -0.40040 -0.10 0.03 0.02
H -4.71100 0.27890 0.97890 -0.11 0.07 0.02
H -6.78330 1.52410 -0.34800 0.01 0.01 0.04
H -6.97950 -0.09880 0.31400 -0.02 0.00 0.03
H -6.21430 0.62050 -2.55160 0.02 0.03 -0.04
H -7.50290 -0.46960 -2.03170 0.00 0.00 -0.04
H -5.08990 -1.55290 -2.67760 -0.04 0.02 -0.06
H -5.95450 -2.11030 -1.23020 -0.01 0.01 -0.19
H -4.28310 -3.69510 -1.29550 -0.02 0.06 0.05
H -3.78500 -3.54340 0.40340 -0.06 0.03 -0.07
H -2.51630 -5.24700 -1.78410 -0.01 -0.02 -0.03
H -2.95050 -5.74680 -0.14900 -0.02 -0.02 0.03
H -0.38880 -5.08010 -0.59090 0.07 0.05 0.03
H -1.18200 -4.34770 0.81110 0.04 0.01 0.08
H -0.71200 -3.14300 -1.94100 0.28 0.32 0.10
H -0.49260 -2.31150 -0.37780 0.55 0.49 0.41
O -0.00060 2.21850 -0.43900 -0.47 -2.66 1.66
S 0.36330 3.28860 -1.45510 1.13 0.70 -0.81
C 1.05930 4.64430 -0.42460 -0.03 0.07 -0.32
C 2.54880 4.74410 -0.72580 0.28 -0.09 0.01
C 3.02250 3.34190 -1.09140 0.02 0.17 0.14
C 2.02080 2.83610 -2.11340 -0.20 0.19 0.20
H 0.85430 4.35440 0.60340 -0.12 -0.12 0.03
H 0.52440 5.56370 -0.65530 -0.16 -0.07 0.02
H 3.08450 5.14690 0.13500 -0.04 0.02 -0.06
H 2.72030 5.41720 -1.56590 0.00 0.05 0.01
H 3.01440 2.70400 -0.20450 0.07 0.01 0.03
H 4.03330 3.34530 -1.49810 -0.01 -0.05 -0.01
H 2.04950 1.76180 -2.28860 -0.22 -0.02 -0.10
H 2.12190 3.36760 -3.05810 -0.05 -0.01 -0.14
```
Positions in Å, forces in eV/Å.

Values from the calculation:
net charge: +3
LUMO (spin up / spin down): -12.8283 / -12.8597 eV
relative energy (zero: lowest compared OMol25 entry of this formula, charge and spin): 376.72 kJ/mol
frontier orbital gap (spin up / spin down): 3.05 / 3.03 eV

These are the Löwdin partial charges, in e, on atoms 1 to 2:
1 Pt 1.0615
2 C -0.2975

[2]
Molecular formula: C35H57BBr2ClNO3Si2
Method: DFT, wB97M-V/def2-TZVPD

XYZ file:
```
102
Properties=species:S:1:pos:R:3:forces:R:3
C -4.35390 -2.27626 -2.98994 -0.05 -0.22 0.48
C -2.98600 -2.10819 -2.31652 -0.05 -0.17 -0.82
C -2.46799 -0.67642 -2.20522 0.04 -0.04 0.81
Br -2.50531 0.26933 -3.91088 0.00 -0.16 -0.05
Si -3.28368 0.37532 -0.83864 0.08 0.61 -0.74
O -2.16474 0.81245 0.33894 -0.48 -0.87 -0.02
Si -1.92561 -0.07708 1.69994 0.77 0.49 0.14
Br -3.61389 0.27863 3.15615 -0.04 -0.08 -0.29
C -0.38086 0.55824 2.51009 -0.22 0.11 -0.15
C -0.27441 2.09962 2.45322 0.27 -0.24 0.23
C 1.09849 2.61575 1.98686 -0.16 0.26 -0.23
C 0.98002 3.82986 1.05160 0.26 0.25 0.44
C 2.19082 4.78006 1.10622 0.11 -0.17 -0.27
C 3.07705 4.68992 -0.13863 0.32 0.35 0.03
C 2.55829 5.57605 -1.28089 -0.12 -0.13 0.45
C 2.94902 7.05721 -1.10355 0.00 -0.12 -0.04
C 3.68922 7.68946 -2.28406 -0.08 0.14 0.32
C 4.91743 6.92615 -2.71681 -0.02 -0.09 -0.27
O 5.46467 7.55697 -3.86028 0.01 0.14 0.10
C 6.38657 6.73909 -4.53605 0.16 0.03 -0.01
C -1.76054 -1.92942 1.40665 -0.07 -0.22 0.96
Cl -0.43997 -2.24249 0.23160 -0.04 0.07 -0.27
C -1.37698 -2.59822 2.74534 -0.19 -0.09 -0.23
C -1.67435 -4.09251 2.74036 -0.17 0.14 0.03
B -4.96397 -0.45332 -0.07460 -0.53 -0.07 0.21
N -6.22168 0.31474 -0.07141 0.40 -0.09 0.28
O -5.01091 -1.72420 0.42075 0.82 0.11 0.15
H -4.56697 -1.50172 -3.71891 0.03 0.04 -0.12
H -5.14922 -2.29437 -2.24398 -0.10 0.17 0.00
H -4.39900 -3.24392 -3.48461 -0.02 -0.01 -0.13
H -3.03192 -2.57116 -1.33130 0.12 0.13 0.19
H -2.25209 -2.68409 -2.88252 0.07 -0.01 -0.02
H -1.41196 -0.71655 -1.94506 0.08 0.02 -0.06
H -3.68173 1.64440 -1.48758 0.01 0.07 0.13
H 0.45712 0.11095 1.97129 0.05 -0.11 -0.02
H -0.34135 0.18788 3.53386 0.10 -0.04 0.06
H -1.04763 2.51999 1.81273 -0.05 0.01 -0.10
H -0.45150 2.48191 3.45734 -0.20 0.14 -0.01
H 1.64697 1.81710 1.48750 0.12 -0.04 0.00
H 1.68474 2.92829 2.85038 0.08 -0.17 0.11
H 0.09176 4.38469 1.35384 -0.15 0.00 -0.14
H 0.85413 3.49557 0.02199 -0.31 -0.01 -0.06
H 2.78961 4.57599 1.99428 -0.03 -0.06 0.10
H 1.85397 5.81391 1.19880 -0.03 0.07 0.06
H 3.19360 3.65460 -0.46290 -0.13 -0.11 0.03
H 4.07963 5.04063 0.12076 0.11 -0.08 -0.04
H 1.46925 5.50658 -1.26681 -0.08 -0.11 -0.28
H 2.90307 5.18012 -2.23205 -0.05 0.05 -0.16
H 2.04503 7.63270 -0.90940 0.02 0.19 -0.02
H 3.56457 7.17144 -0.20815 0.06 -0.08 0.07
H 3.00932 7.83077 -3.12387 0.05 -0.15 -0.17
H 4.02242 8.68319 -1.97986 -0.08 0.13 -0.09
H 4.68514 5.88613 -2.96319 -0.10 -0.08 0.00
H 5.66091 6.90479 -1.91025 0.06 0.00 0.07
H 7.03068 7.37511 -5.13753 -0.02 0.08 -0.08
H 5.88333 6.02751 -5.19589 -0.07 -0.10 0.01
H 7.02029 6.18471 -3.83877 0.05 -0.04 0.07
H -2.66415 -2.42665 1.06312 -0.07 0.18 -0.37
H -1.95060 -2.13533 3.55043 -0.03 0.08 0.03
H -0.32428 -2.39852 2.93912 0.08 0.00 0.11
H -2.71699 -4.25262 2.46230 -0.07 -0.02 -0.03
H -1.55122 -4.50942 3.73809 0.19 -0.14 0.01
H -1.05488 -4.62910 2.02570 0.12 -0.08 0.02
H -6.58377 0.35269 -1.02000 -0.28 0.02 0.04
H -6.07590 1.27445 0.22199 -0.05 0.14 -0.22
H -5.68443 -1.77962 1.10408 -0.62 -0.21 -0.17
C -1.42744 4.72696 -4.91671 0.00 0.01 0.00
C -0.88117 5.76201 -5.66291 0.01 0.01 0.01
C -0.33468 5.50342 -6.91225 0.00 0.01 -0.01
C -0.33942 4.21065 -7.41717 0.00 0.00 0.00
C -0.88741 3.17643 -6.67104 0.01 -0.01 -0.01
C -1.42948 3.43317 -5.41945 -0.03 -0.01 0.01
H -1.85156 4.92767 -3.94102 0.00 0.00 0.01
H -0.88107 6.77100 -5.27083 0.01 0.01 0.00
H 0.09533 6.30968 -7.49246 0.00 0.01 0.00
H 0.08459 4.00944 -8.39258 0.00 0.00 0.00
H -0.89099 2.16781 -7.06474 0.00 -0.01 0.00
H -1.85122 2.62496 -4.83404 0.06 0.17 -0.06
C 1.99879 -5.04411 1.25575 0.02 0.02 -0.04
C 1.87448 -5.04542 2.63741 -0.03 0.02 0.01
C 2.35868 -6.11383 3.37767 -0.01 -0.02 0.06
C 2.97502 -7.17987 2.73736 0.00 0.00 0.00
C 3.10688 -7.17522 1.35565 -0.02 -0.01 -0.01
C 2.61584 -6.10906 0.61436 -0.01 -0.02 0.02
H 1.61351 -4.21190 0.68191 0.00 0.00 -0.01
H 1.39569 -4.21312 3.13834 0.00 0.01 0.00
H 2.25163 -6.11582 4.45547 0.02 0.01 0.01
H 3.35226 -8.01429 3.31461 0.00 0.00 0.00
H 3.58909 -8.00526 0.85588 0.00 -0.01 0.00
H 2.71110 -6.10968 -0.46373 0.01 0.01 0.00
C -0.47440 -9.35825 6.39401 0.00 0.00 0.01
C 0.01749 -8.40990 5.50837 0.01 0.00 -0.01
C -0.85388 -7.70423 4.69064 0.01 0.05 -0.02
C -2.21924 -7.94134 4.76524 0.00 0.00 0.00
C -2.71218 -8.88740 5.65311 -0.01 0.00 0.00
C -1.83958 -9.59797 6.46532 0.00 0.00 0.01
H 0.20595 -9.91051 7.02933 0.00 0.00 0.00
H 1.08207 -8.22078 5.45302 0.01 -0.01 -0.01
H -0.46720 -6.96961 3.99470 0.02 -0.01 -0.01
H -2.89949 -7.38882 4.12949 0.00 0.00 -0.01
H -3.77709 -9.07184 5.71147 -0.01 -0.01 0.00
H -2.22363 -10.33876 7.15461 0.00 0.00 0.01
```
Positions in Å, forces in eV/Å.

Values from the calculation:
LUMO: 0.3480 eV
relative energy (zero: lowest compared OMol25 entry of this formula, charge and spin): 33.72 kJ/mol
frontier orbital gap: 9.55 eV

These are the Löwdin partial charges, in e, on atoms 1 to 2:
1 C -0.1150
2 C -0.3532

> Among the records above, which one has the highest relative energy (zero: lowest compared OMol25 entry of this formula, charge and spin)?

C35H56N4O2PPtSSi

> Which formula does entry 1 have?

C35H56N4O2PPtSSi

> Which of these has the highest relative energy (zero: lowest compared OMol25 entry of this formula, charge and spin)?

C35H56N4O2PPtSSi